{"formula": "C38H58N3OPbSSi2Te", "method": "wB97M-V/def2-TZVPD", "species": ["C", "C", "H", "Pb", "Te", "C", "H", "C", "H", "H", "H", "C", "H", "H", "H", "C", "C", "H", "C", "C", "C", "H", "H", "C", "C", "H", "C", "C", "H", "H", "H", "C", "H", "H", "H", "Si", "C", "C", "H", "C", "C", "H", "H", "H", "H", "N", "H", "O", "H", "C", "H", "C", "H", "H", "H", "H", "C", "H", "S", "H", "H", "C", "H", "H", "H", "H", "H", "C", "H", "H", "C", "N", "H", "H", "N", "H", "H", "C", "Si", "C", "H", "H", "C", "H", "H", "C", "C", "H", "H", "H", "C", "H", "H", "C", "C", "C", "C", "H", "H", "H", "H", "C", "C", "H", "C"], "xyz": [[2.63238, -1.23093, 5.02636], [-1.37238, 0.07424, 2.52268], [-5.26859, -3.59736, -2.52688], [0.20654, 0.73159, -0.29310], [3.43820, 0.19983, 1.32837], [5.65121, -2.28697, 4.99720], [-6.43969, 0.69005, -3.35018], [-2.41167, 2.66220, -0.89812], [-5.18751, 2.67637, -4.29859], [3.85454, -2.15743, -1.87547], [8.04603, 2.61021, 0.59454], [-4.19558, 0.76709, -1.60513], [5.86343, 1.06052, 2.02541], [5.02227, 1.02364, 5.74893], [0.60154, -0.67630, 2.95208], [-2.18209, 1.19880, 2.47039], [-3.37277, -2.01787, -1.10696], [3.82896, -2.24970, 2.27333], [5.04927, 0.78695, 4.68909], [-0.31961, 2.57777, 3.07025], [3.52269, -1.49170, -2.65743], [-6.75269, 2.87234, -0.28671], [-7.59878, 3.71253, -1.58666], [4.04779, -1.49004, -3.91888], [-2.95864, -3.33897, -0.96752], [6.87498, 0.05013, -1.98640], [-3.36603, -5.52191, -2.09021], [-4.04202, -5.15581, 0.30140], [0.27543, -2.55609, -0.32575], [6.96340, 3.93658, 0.22737], [4.80877, 2.45299, 1.73851], [4.37823, -1.33071, 2.45223], [3.57408, 1.92460, -1.35797], [-4.88522, -0.00468, -1.89052], [2.06306, -0.30458, 5.04204], [5.90939, 1.74982, -0.40834], [-6.62047, 3.40937, -1.22437], [-5.71212, 3.29258, -3.57076], [-4.69522, -6.02104, 0.22966], [-2.54631, 3.66781, 2.77039], [4.51814, 2.44496, -1.51003], [6.64316, -2.12546, 4.58410], [-1.19029, -4.51768, -0.56566], [7.86217, 3.16108, -1.05564], [-5.95276, -4.93626, -1.61850], [2.54844, -0.63595, -2.28868], [5.35154, -3.29944, 4.73924], [2.19136, -0.63271, -1.01490], [-4.09088, -6.31909, -2.23083], [-2.92596, 0.43815, -1.13518], [3.96880, -0.53351, -5.84789], [6.44302, 0.01698, -0.99102], [-1.67262, 3.39344, -0.60358], [2.65570, -1.60441, 6.04614], [-2.04420, 4.53065, 2.33846], [-7.03857, 0.72515, -1.67488], [-4.58634, 2.09736, -1.73426], [5.39400, -1.44722, 2.08516], [0.66216, 1.23103, -2.80931], [-2.78511, 3.91032, 3.80632], [-6.04189, 4.30743, -1.02999], [-0.77273, -2.43521, -0.55726], [-3.07719, -5.48562, 0.67701], [5.74328, -2.24526, 6.07829], [6.08305, 0.89881, 4.37112], [-1.79867, -0.90044, 2.32561], [1.53339, 1.56986, 3.40999], [-1.60213, -3.52909, -0.68620], [7.19215, -0.42051, -0.33665], [4.82426, -2.18976, -4.17428], [-5.93840, 2.51081, -2.26686], [-2.04507, 1.39016, -0.79882], [-4.40836, -1.81281, -1.30335], [-5.76908, -3.38124, -0.83428], [-1.18841, -1.17875, -0.70168], [4.45576, 1.53925, 4.17498], [-3.48280, 3.49342, 2.24698], [2.52385, 0.24822, -4.48750], [4.41221, -0.98133, 4.38670], [-5.30937, -4.06402, -1.54539], [-7.81292, 1.69300, -2.91869], [4.34321, 3.49675, -1.30454], [0.49158, 1.45939, 3.12773], [-4.47269, -4.45931, 1.01823], [-3.86940, 4.11174, -1.41987], [-3.64909, 3.05906, -1.35225], [-1.66975, 2.46041, 2.75117], [-3.18717, -5.05300, -3.05523], [-5.13171, 4.19484, -3.39951], [4.77167, 2.36515, -2.56277], [1.99459, 0.21535, -3.18950], [2.07631, -1.95580, 4.43759], [0.08054, 3.55358, 3.29508], [3.55543, -0.57701, -4.85505], [7.32609, 2.97768, -0.13110], [-0.02846, 0.19946, 2.85732], [-2.48231, -0.95756, -0.98467], [5.59544, -0.66567, -1.02449], [-3.22927, 1.09322, 2.22140], [2.08101, 0.94319, -5.18098], [-2.44104, -5.97167, -1.74275], [-6.85380, 1.32142, -2.56641], [5.13047, 1.49133, 1.35427], [-6.67170, 3.57892, -3.99307], [-3.91742, -4.50173, -1.08370]], "lowdin_charge": [-0.164, -0.125, 0.095, 1.145, 1.555, -0.166, 0.091, -0.112, 0.096, 0.137, 0.036, 0.081, 0.006, 0.042, 0.084, -0.056, 0.075, 0.012, -0.179, -0.039, -0.033, 0.095, 0.096, -0.028, -0.124, 0.037, -0.030, -0.025, 0.111, 0.037, 0.022, -0.522, -0.012, 0.101, 0.018, 0.504, -0.028, -0.025, 0.096, -0.037, -0.160, 0.036, 0.122, 0.036, 0.096, -0.213, 0.037, -0.493, 0.095, -0.191, 0.122, -0.166, 0.123, 0.039, 0.085, 0.091, -0.127, 0.017, 0.609, 0.098, 0.079, -0.098, 0.084, 0.038, 0.035, 0.111, 0.073, 0.027, 0.037, 0.120, -0.556, -0.060, 0.098, 0.087, -0.023, 0.009, 0.077, -0.076, 0.518, -0.051, 0.096, 0.040, -0.164, 0.094, 0.123, 0.026, -0.280, 0.096, 0.084, 0.039, -0.653, 0.026, 0.122, -0.028, -0.162, -0.201, -0.185, -0.006, 0.122, 0.113, 0.080, -0.051, -0.520, 0.096, -0.556], "de_lowest_kj_mol": 64.0, "lumo_energy_ev": [-5.08, -7.22], "total_charge": 2, "homo_energy_ev": [-13.00, -13.00], "spin_multiplicity": 2}

=====

{"formula": "C38H59Cl2IN3O15P3S", "method": "wB97M-V/def2-TZVPD", "species": ["H", "C", "C", "C", "O", "C", "O", "H", "C", "C", "H", "C", "C", "H", "O", "H", "H", "O", "C", "N", "H", "C", "C", "C", "H", "C", "Cl", "H", "O", "H", "H", "P", "H", "O", "C", "C", "C", "C", "I", "C", "C", "C", "H", "N", "H", "O", "H", "H", "O", "H", "H", "H", "C", "H", "C", "C", "H", "H", "C", "C", "C", "N", "H", "H", "S", "H", "C", "H", "H", "C", "C", "H", "H", "O", "H", "C", "H", "H", "H", "P", "H", "O", "H", "H", "C", "H", "H", "H", "H", "H", "P", "H", "H", "H", "H", "H", "C", "O", "C", "H", "O", "C", "H", "C", "H", "H", "Cl", "H", "H", "H", "H", "C", "H", "H", "C", "O", "H", "O", "H", "C", "O", "H"], "xyz": [[-3.47895, 3.48880, -4.68051], [-0.17710, 1.94749, 0.63969], [-3.28085, 0.51481, -1.45071], [-3.97121, -1.91122, -2.36100], [3.46373, 8.47780, -0.06700], [-0.68121, -3.47168, 0.30154], [-4.19924, 3.30032, -4.04774], [1.85378, 7.16629, -2.60415], [8.82691, -2.84752, 4.91158], [-0.83209, -0.48063, -0.26411], [-2.04851, 5.78353, -1.76290], [-1.27231, -2.90332, -1.05039], [-5.49531, -1.93137, -1.87229], [6.34028, -2.71172, 2.67255], [6.59557, -2.17207, 5.60905], [0.63118, 5.07284, -1.41690], [-2.23798, 5.09648, -0.10332], [-1.30244, -3.50680, -2.08910], [-2.36514, 1.42076, -0.73485], [-6.39637, -1.39501, -2.94117], [-6.15148, -2.06250, 0.04705], [-4.52619, 1.21946, -2.07601], [-1.10178, 0.94379, -0.09788], [0.22823, -2.52589, 0.99223], [-1.78824, 3.19789, 1.66313], [0.46764, -1.11417, 0.33967], [1.43804, -4.60673, 4.33666], [4.89369, 11.15220, -1.55107], [-2.87714, 1.06084, -4.29303], [0.40062, -6.75828, 3.50797], [-0.15613, 1.66185, 3.79759], [-2.13628, -5.92742, -0.09863], [3.21943, 10.61518, -1.75756], [0.99325, 1.10000, -4.67151], [2.21799, 8.09015, -2.15389], [-0.42325, -6.61794, 2.75390], [-1.77275, -6.79892, 3.57232], [0.87378, -2.86873, 2.25185], [-2.95357, 1.73968, 3.92763], [-0.96950, -4.82558, 0.82705], [-0.26525, -5.20228, 2.10060], [7.63573, -3.14019, 5.80056], [9.19785, -1.83711, 5.09406], [-5.90557, -3.36534, -1.74682], [-3.86217, -1.67835, -3.46375], [1.70467, 7.14247, -0.05214], [-5.48336, 0.67074, -1.92355], [-0.47774, -7.09233, 5.41212], [-2.61575, 2.79258, -0.62486], [1.46329, 8.86884, -2.26793], [-2.22813, -7.81870, 3.44917], [-4.67026, 2.22875, -1.58565], [-0.84780, 2.64423, 1.89484], [-0.83851, 0.54467, 2.57459], [-3.01629, -0.94608, -1.58534], [-1.75699, -1.41252, -0.96868], [-5.18710, 1.41675, -5.76715], [-5.79931, -0.79309, -3.51110], [-0.07707, -1.07795, -4.50795], [-1.62489, 5.02468, -1.04485], [5.67260, -2.23770, 4.63850], [-5.72342, -1.33781, -0.54134], [-1.04341, -0.59637, -4.33804], [7.93743, -3.05605, 6.84526], [0.91313, -0.96074, 4.69695], [-0.04252, 6.47199, -0.39294], [2.45204, 7.84271, -0.68583], [1.79544, -0.62992, -5.53276], [8.56454, -2.90157, 3.85388], [-1.83094, 3.54763, -1.59110], [1.88892, 1.34958, -3.70210], [-6.40684, -0.58099, -0.55480], [4.84716, 8.63514, -1.62418], [-3.33865, -5.06883, -0.91149], [-3.72469, -6.64126, 1.29715], [0.82750, -0.17213, -5.31545], [5.34844, 9.22330, -0.05588], [-7.12099, -0.79674, -2.54140], [3.04070, -2.43442, 3.84520], [1.99088, -1.70885, 3.22442], [7.25310, -4.15464, 5.67014], [2.06528, 2.48133, -3.32454], [-5.31373, -3.83042, -1.06322], [9.63317, -3.55784, 5.10330], [5.86184, -3.21981, 3.51015], [-0.86188, 3.04674, -1.86394], [0.34390, -1.29694, -3.52492], [2.06205, -0.07284, -2.12773], [-2.49116, -6.01736, 3.20490], [0.36140, 0.03622, -6.27961], [-4.20021, 1.62540, -3.88939], [4.88112, -3.58187, 3.19916], [0.14958, 2.72945, -0.10515], [3.11426, 8.36784, -2.70415], [3.77135, 11.13127, -0.17595], [-3.59116, -2.96456, -2.24078], [0.60649, -4.23358, 2.77647], [-1.32118, -6.70369, -1.06850], [2.59589, 0.19560, -3.04013], [-0.24192, -2.02270, -5.02992], [-2.95503, -7.02641, 0.83724], [-0.13532, 5.36128, -0.65345], [6.44103, -4.09924, 3.78192], [4.07566, 10.60267, -1.08145], [-5.89477, -3.82349, -2.65696], [0.13214, 4.82072, 0.30114], [-0.11606, -7.98249, 1.55851], [-0.10430, 3.42536, 2.23935], [-2.22756, -6.94106, 5.79565], [0.78282, 1.49060, 1.01198], [-3.99845, -4.90572, -0.20087], [-1.42873, -6.56275, 5.11122], [-2.42975, 3.62566, -2.53492], [-1.21650, -5.46352, 5.23609], [-0.98263, 1.56046, 3.04354], [1.55609, -0.59316, 0.27078], [3.60733, 0.51283, -2.78556], [-5.42045, 1.07648, -4.87782], [2.69900, -0.68248, -3.67443], [4.50533, 9.18884, -0.74718], [4.74381, -1.46652, 4.64121], [2.44638, -0.60505, 2.46185]], "lowdin_charge": [0.080, -0.130, -0.079, -0.044, 0.005, -0.014, -0.181, 0.089, -0.065, -0.003, 0.106, -0.292, -0.598, 0.103, 0.010, 0.081, 0.112, 0.117, -0.126, 0.082, 0.078, -0.129, -0.033, -0.049, 0.066, -0.281, 0.658, 0.082, -0.295, 0.047, 0.025, 0.557, 0.067, 0.000, 0.020, -0.627, -0.248, -0.302, 0.700, -0.082, -0.174, -0.228, 0.086, 0.050, 0.136, 0.065, 0.062, 0.077, -0.114, 0.100, 0.106, 0.114, -0.295, 0.021, -0.052, 0.003, 0.087, 0.021, -0.059, -0.180, -0.517, 0.080, 0.058, 0.124, 0.136, 0.071, -0.501, 0.113, 0.067, -0.162, -0.530, 0.068, 0.115, -0.155, 0.080, -0.223, 0.123, 0.075, -0.064, 0.434, 0.115, 0.085, 0.030, 0.083, 0.017, 0.129, 0.062, 0.072, 0.096, 0.122, 0.581, 0.074, 0.099, 0.070, 0.085, 0.090, -0.473, -0.287, 0.018, 0.088, -0.170, -0.119, 0.072, -0.068, 0.085, 0.064, 0.626, 0.113, 0.074, 0.117, 0.062, -0.112, 0.094, 0.065, -0.663, 0.063, 0.094, -0.169, 0.071, -0.233, 0.051, -0.001], "lumo_energy_ev": -1.10, "homo_energy_ev": -8.28, "smiles": "CCCOc1c(CP(=O)(O)O)c(CC(N)(N)N)c2c(c1CCCI)C(=O)c1c([PH2]=S)c(Cl)c([C@H](Cl)CC)c(P(=O)(O)O)c1C2=O.CCOC(C)=O.CCOC(C)=O.CCOC(C)=O"}

=====

{"formula": "C38H59I2IrN6O3", "method": "wB97M-V/def2-TZVPD", "species": ["H", "C", "H", "C", "H", "H", "H", "N", "C", "H", "H", "C", "H", "H", "H", "C", "C", "H", "C", "N", "H", "I", "H", "C", "H", "H", "H", "H", "H", "H", "N", "I", "H", "H", "H", "H", "C", "C", "H", "H", "H", "H", "C", "H", "C", "N", "C", "H", "C", "C", "H", "C", "H", "C", "Ir", "H", "H", "H", "C", "C", "H", "C", "H", "O", "H", "H", "C", "H", "O", "H", "H", "C", "C", "H", "C", "H", "C", "C", "N", "C", "C", "H", "C", "C", "H", "H", "C", "H", "H", "C", "C", "H", "H", "C", "H", "C", "C", "C", "H", "H", "H", "H", "H", "H", "N", "C", "O", "H", "H"], "xyz": [[-1.33347, -2.20845, 5.33404], [0.60893, 2.27765, -6.82806], [-2.63407, 0.42765, -1.70566], [1.07103, 2.60965, 2.88954], [-5.36247, -1.83105, 3.14754], [3.14523, -3.09035, -5.00186], [2.99613, -1.25065, 4.78804], [1.06003, 2.66045, -1.49236], [-0.41877, 0.86935, -5.08856], [6.01973, -0.38455, 1.81974], [3.72583, -0.68675, -3.37766], [-2.66567, -1.41975, 3.87394], [-3.70397, -0.75005, 2.11824], [-4.62467, -0.99815, 6.66164], [-1.64237, 3.13765, 2.44994], [2.43983, -2.27145, -5.11926], [0.35723, 4.13695, 1.22804], [-2.76177, 2.09895, -6.10306], [-0.23367, -1.60545, 3.64024], [3.75973, -1.13275, 0.87554], [1.96443, -3.24825, 5.75934], [5.80563, 0.91635, -1.39806], [1.62423, -2.61965, -5.75006], [0.92333, -0.71945, -3.80626], [1.04273, -3.90845, 2.99034], [1.05473, -0.43785, -5.89616], [5.06533, -0.12535, 3.29174], [0.03803, 4.81005, 2.03174], [-1.23117, -1.14885, -0.23906], [-2.04117, 2.06825, -1.74486], [-2.64207, 4.50645, -3.40756], [3.20453, 1.94025, -1.54306], [-1.93107, -0.04745, -7.19746], [2.66873, -3.41835, 3.46604], [3.79363, -2.33545, -2.75856], [4.46723, -1.85025, 0.87884], [-1.03057, 0.49355, -7.48116], [-0.79117, 0.67055, -2.69826], [5.49673, 1.24505, 2.28714], [2.88473, -1.30395, 0.39554], [-4.88307, -3.31455, 5.67784], [-1.92157, 3.03375, -7.32916], [1.10373, -2.09605, 4.16614], [-1.96667, 1.86145, -3.99446], [0.30123, 3.43685, -1.96786], [-1.31107, 0.91925, -0.15066], [-1.60737, 4.40755, -2.91476], [-3.68777, 0.23305, 5.81654], [-3.98957, -3.14015, 5.08324], [-1.77547, -0.39605, 0.34304], [1.83013, -2.56105, 2.16714], [5.21653, 0.19635, 2.26304], [0.44093, 2.80145, -7.76546], [-0.30217, -0.96845, 2.34014], [1.09923, 1.00755, 0.16034], [-2.92267, 1.78615, 0.91894], [0.70073, 3.27305, 3.67974], [1.03583, 1.58285, 3.24534], [-1.72817, 1.03725, -1.56256], [3.15073, -1.46895, -2.88856], [1.60653, -0.22645, 5.13574], [-1.39627, -1.76715, 4.35494], [-1.09807, 1.45995, 2.55774], [0.74573, -0.62695, 1.70974], [0.63653, -2.23655, 6.29584], [-5.18527, -0.17775, 3.77494], [-3.75187, -0.83105, 6.03484], [-0.27627, 4.31295, 0.36314], [3.09333, 0.93075, 1.47644], [-3.13107, -3.48335, 5.65304], [2.96873, -1.46035, -5.61576], [2.04113, -0.90225, 4.40184], [3.93603, 0.02765, 1.50024], [-1.90127, 2.92055, 0.02034], [-1.12507, 1.19045, -3.92846], [-2.87007, -1.11875, 6.60014], [-1.61447, -0.72675, 1.80144], [-0.67947, 1.54215, -6.41246], [-0.48167, 4.32555, -2.28936], [0.98313, -2.87005, 5.48304], [-3.88737, -1.64455, 4.73604], [1.38383, 4.38595, 0.96344], [1.70313, -3.05435, 3.12464], [-1.10647, 2.34075, 1.91514], [0.31813, -3.72435, 5.38084], [-6.02777, -1.40195, 4.71204], [0.56193, -0.12875, -4.98996], [2.83973, -1.12275, -1.90716], [2.21283, -0.35855, 3.47964], [-1.88597, 2.02105, 0.63874], [-2.73997, -0.93835, 2.56424], [-1.60587, 3.35725, -5.63336], [-1.21457, 1.00115, -8.42516], [-5.18887, -1.23345, 4.04044], [0.88783, 3.01045, -6.07386], [1.22413, -3.06085, -3.09806], [0.31743, -0.23375, -2.57966], [1.93093, -1.85315, -3.73506], [-0.22777, -0.22415, -7.62976], [-4.06107, -3.73435, 4.17504], [1.43793, 1.58915, -6.96336], [0.34383, -3.32185, -3.68046], [2.10873, 2.85785, 2.67934], [0.91353, -2.85105, -2.07796], [0.28163, 2.74565, 1.66644], [-1.81277, 2.56815, -6.35286], [0.79493, -0.57565, -1.45146], [-2.84977, -0.48875, 0.11224], [1.89413, -3.91705, -3.08586]], "lowdin_charge": [0.099, -0.029, 0.156, -0.079, 0.086, 0.091, 0.087, -0.317, -0.126, 0.077, 0.044, -0.153, 0.106, 0.087, 0.148, -0.050, -0.067, 0.093, -0.073, 0.211, 0.089, 0.186, 0.093, -0.062, 0.096, 0.102, 0.093, 0.111, 0.136, 0.102, 0.171, 0.776, 0.094, 0.087, 0.093, 0.134, -0.031, -0.121, 0.094, 0.090, 0.087, 0.092, -0.527, 0.101, -0.338, -0.156, -0.362, 0.087, -0.037, -0.117, 0.052, -0.001, 0.091, -0.318, 1.264, 0.152, 0.111, 0.071, -0.106, -0.096, 0.094, 0.030, 0.113, -0.143, 0.088, 0.085, -0.038, 0.067, -0.171, 0.078, 0.090, -0.031, -0.655, 0.112, 0.009, 0.078, -0.155, -0.552, 0.160, -0.055, -0.559, 0.102, -0.031, -0.158, 0.091, 0.088, 0.040, 0.012, 0.042, -0.125, 0.009, 0.061, 0.091, -0.063, 0.088, -0.026, -0.330, -0.526, 0.078, 0.092, 0.081, 0.095, 0.091, 0.076, -0.306, -0.054, -0.162, 0.138, 0.090], "de_lowest_kj_mol": 591.6, "lumo_energy_ev": [-5.60, -6.20], "total_charge": 1, "homo_energy_ev": [-9.96, -10.14], "spin_multiplicity": 2}

=====

Looking at F_max for the records above, in order, we have 0.0221 0.0776 0.0943 hartree/bohr.
Looking at electronic energy for the records above, in order, we have -85986.0178 -147393.2286 -74478.3296 eV.